# 1
Formula: C3H4CeO2
Source: the OMol25 dataset
Level of theory: ωB97M-V/def2-TZVPD

Each line ends with the Mulliken charge.
Cartesian coordinates (Å):
O (1.39, 0.27, 0.12)  -0.20
C (1.08, -0.62, -0.80)  0.50
Ce (-0.99, -0.19, -2.49)  1.79
O (1.82, -1.08, -1.65)  -0.36
C (0.18, 0.61, 0.87)  -0.07
H (0.40, 0.30, 1.90)  0.29
H (0.07, 1.70, 0.83)  0.28
C (-0.94, -0.16, 0.21)  -1.17
H (-1.11, -1.18, 0.57)  0.42
H (-1.90, 0.33, 0.44)  0.52

Properties
Net charge: +2
Max |F|: 3.59 eV Å⁻¹
Gap between HOMO and LUMO (spin up / spin down): 6.91 / 7.90 eV
2S+1: 3
LUMO energy (spin up / spin down): -10.56 / -10.57 eV
Relative energy (zero: lowest compared OMol25 entry of this formula, charge and spin): 1.608 eV


# 2
Formula: C7H14
Source: the OMol25 dataset
Level of theory: ωB97M-V/def2-TZVPD

Each line ends with the Mulliken charge.
Cartesian coordinates (Å):
C (0.21, -2.10, -0.25)  -1.36
C (0.84, -0.72, -0.16)  -0.27
C (0.79, 0.46, 0.80)  -0.03
C (0.15, 0.58, 2.18)  -1.43
C (-0.02, 0.46, -0.46)  1.42
C (-1.52, 0.28, -0.27)  -1.69
C (0.36, 1.23, -1.71)  -1.48
H (0.97, -2.87, -0.37)  0.40
H (-0.39, -2.10, -1.18)  0.28
H (-0.46, -2.38, 0.56)  0.27
H (1.79, -0.71, -0.69)  0.36
H (1.70, 1.06, 0.74)  0.40
H (-0.45, 1.50, 2.24)  0.29
H (0.92, 0.64, 2.96)  0.41
H (-0.50, -0.26, 2.43)  0.28
H (-1.99, -0.16, -1.16)  0.40
H (-2.00, 1.25, -0.09)  0.39
H (-1.76, -0.36, 0.58)  0.33
H (1.45, 1.31, -1.79)  0.35
H (0.01, 0.65, -2.58)  0.31
H (-0.09, 2.23, -1.77)  0.36

Properties
SMILES: C[C@@H]1[C@H](C)C1(C)C
Max |F|: 0.29 eV Å⁻¹
Gap between HOMO and LUMO: 10.31 eV
LUMO energy: 1.02 eV
Relative energy (zero: lowest compared OMol25 entry of this formula, charge and spin): 1.089 eV


# 3
Formula: C13H40EuN7P
Source: the OMol25 dataset
Level of theory: ωB97M-V/def2-TZVPD

Each line ends with the Mulliken charge.
Cartesian coordinates (Å):
Eu (-0.31, 0.18, 0.08)  1.43
N (-0.28, -0.90, -2.35)  -0.44
C (0.80, -0.14, -3.04)  0.20
C (0.29, 1.25, -3.28)  -1.48
N (-0.08, 1.94, -2.00)  1.04
C (-1.37, 2.66, -2.20)  -0.87
C (-2.17, 2.94, -0.95)  -0.85
N (-2.47, 1.67, -0.23)  -0.48
C (1.04, 2.88, -1.71)  -0.82
C (0.97, 3.55, -0.37)  -1.37
N (0.83, 2.53, 0.71)  -0.38
H (-0.05, -1.88, -2.34)  0.17
H (-1.12, -0.84, -2.92)  0.28
H (1.09, -0.60, -3.98)  0.60
H (1.68, -0.13, -2.39)  -0.28
H (-0.58, 1.21, -3.93)  0.39
H (1.04, 1.83, -3.82)  0.41
H (-1.99, 2.04, -2.84)  0.53
H (-1.20, 3.59, -2.75)  0.27
H (-3.08, 3.45, -1.25)  0.52
H (-1.66, 3.60, -0.26)  0.34
H (-3.14, 1.15, -0.79)  0.24
H (-2.99, 1.92, 0.60)  0.25
H (1.10, 3.64, -2.49)  0.46
H (1.97, 2.29, -1.76)  0.47
H (0.15, 4.26, -0.31)  0.26
H (1.88, 4.14, -0.23)  0.53
H (0.39, 2.97, 1.52)  0.28
H (1.77, 2.31, 1.04)  0.30
N (-2.12, -1.75, -0.13)  -0.51
C (-2.22, -2.38, 1.21)  -0.31
C (-2.74, -1.36, 2.19)  -0.84
N (-1.86, -0.16, 2.31)  -0.02
C (-1.08, -0.14, 3.58)  -1.27
C (0.29, -0.73, 3.39)  -0.06
N (1.04, 0.13, 2.43)  -0.48
H (-1.84, -2.46, -0.80)  0.28
H (-3.06, -1.49, -0.42)  0.26
H (-2.88, -3.24, 1.21)  0.56
H (-1.22, -2.72, 1.50)  -0.07
H (-3.73, -1.03, 1.86)  0.43
H (-2.88, -1.83, 3.17)  0.34
H (-2.49, 0.64, 2.37)  0.28
H (-0.99, 0.90, 3.90)  0.48
H (-1.61, -0.66, 4.37)  0.35
H (0.80, -0.79, 4.35)  0.49
H (0.23, -1.74, 2.99)  0.01
H (1.16, 1.03, 2.88)  0.33
H (1.99, -0.23, 2.35)  0.16
C (3.52, -1.31, -0.32)  -1.34
P (1.85, -2.00, 0.00)  0.99
C (2.15, -3.00, 1.50)  -1.35
C (1.71, -3.30, -1.27)  -1.56
H (4.25, -2.11, -0.24)  0.42
H (3.78, -0.53, 0.40)  0.37
H (3.58, -0.88, -1.32)  0.39
H (2.96, -3.70, 1.29)  0.49
H (1.27, -3.57, 1.79)  0.39
H (2.47, -2.39, 2.35)  0.47
H (2.51, -4.02, -1.13)  0.45
H (1.83, -2.88, -2.27)  0.43
H (0.76, -3.83, -1.21)  0.43

Properties
Net charge: +3
Max |F|: 0.63 eV Å⁻¹
Gap between HOMO and LUMO (spin up / spin down): 7.49 / 10.12 eV
2S+1: 7
LUMO energy (spin up / spin down): -11.07 / -8.39 eV
Relative energy (zero: lowest compared OMol25 entry of this formula, charge and spin): 0.542 eV